A 2-piece molecular cluster, C9H16Br2Si overall at a distorted geometry. Source: the OMol25 dataset; level of theory: ωB97M-V with the def2-TZVPD basis set.

The spin multiplicity is 1. The value obtained for the max |F| is 2.43 eV Å⁻¹. The calculation puts the frontier orbital gap (alpha / beta) at 0.2646 / 0.2647 Ha.

CARTESIAN COORDINATES (ANGSTROEM)
C1 -1.938 -2.576 -0.716
C2 -1.036 -3.757 -0.655
C3 2.166 2.499 0.720
C4 1.513 2.625 -0.653
C5 2.023 1.076 1.252
C6 0.043 2.215 -0.597
C7 0.552 0.673 1.313
C8 -0.083 0.784 -0.071
C9 -1.292 -5.087 -0.531
Si1 -1.886 0.186 -0.039
Br1 -3.062 0.862 -1.818
Br2 -2.998 0.871 1.773
H1 -2.951 -2.762 -0.380
H2 -1.905 -2.140 -1.710
H3 -0.003 -3.498 -0.881
H4 3.223 2.763 0.652
H5 1.692 3.196 1.414
H6 1.587 3.652 -1.011
H7 2.038 1.983 -1.367
H8 2.558 0.386 0.596
H9 2.465 1.003 2.247
H10 -0.496 2.905 0.061
H11 -0.389 2.296 -1.597
H12 0.464 -0.350 1.687
H13 0.031 1.330 2.017
H14 0.469 0.125 -0.749
H15 -2.285 -5.455 -0.338
H16 -0.499 -5.805 -0.619